# C48H46GaNO17PS

C48H46GaNO17PS as an isolated structure (wB97M-V/def2-TZVPD, the Open Molecules 2025 dataset).

Structure (XYZ):
```
115
Properties=species:S:1:pos:R:3:mulliken_charge:R:1
C 5.474 1.157 1.221 -1.413
C 5.101 0.280 0.048 0.199
O 5.013 -1.050 0.515 -0.037
C 4.346 -1.932 -0.364 -0.982
C 2.856 -2.154 0.008 0.434
O 2.358 -1.158 0.847 -0.395
Ga 0.912 -0.158 0.296 -0.535
N 0.684 -0.241 -1.603 -0.278
C 0.971 1.639 1.229 -0.449
C 2.004 2.631 0.732 -0.546
O 2.359 2.401 -0.647 -0.451
P -1.089 -1.290 1.076 0.239
S -0.807 -3.150 1.765 -0.576
H 6.490 0.945 1.557 0.342
H 4.797 0.946 2.048 0.278
H 5.403 2.210 0.956 0.393
H 4.145 0.596 -0.373 0.009
H 5.872 0.340 -0.734 0.274
H 4.887 -2.880 -0.319 0.452
H 4.425 -1.560 -1.392 0.382
H 2.752 -3.134 0.489 0.297
H 2.295 -2.208 -0.934 -0.404
H 1.447 0.208 -2.099 0.200
H -0.148 0.283 -1.859 0.110
H -0.033 2.060 1.161 0.170
H 1.169 1.440 2.285 0.557
H 2.912 2.552 1.336 0.083
H 1.651 3.664 0.830 0.500
H 2.466 3.256 -1.088 0.248
H -2.063 -1.290 0.052 -0.058
H -1.787 -0.516 2.023 -0.017
C -4.180 2.871 -0.292 -0.532
C -4.606 3.798 -1.147 -0.192
C -3.694 4.355 -2.174 0.294
O -4.078 5.204 -2.961 -0.700
C -2.305 3.842 -2.232 -0.439
C -1.880 2.914 -1.380 0.047
C -2.789 2.354 -0.346 0.045
O -2.402 1.497 0.415 -0.451
H -4.824 2.427 0.457 0.452
H -5.619 4.180 -1.138 0.629
H -1.676 4.259 -3.008 0.450
H -0.870 2.519 -1.392 0.420
C -4.411 -3.059 0.714 -0.318
C -4.735 -1.776 0.871 -0.270
C -5.778 -1.133 0.042 0.423
O -6.078 0.038 0.179 -0.564
C -6.459 -1.969 -0.980 -0.450
C -6.142 -3.249 -1.140 -0.388
C -5.093 -3.897 -0.304 0.276
O -4.825 -5.069 -0.459 -0.558
H -3.623 -3.530 1.296 0.480
H -4.243 -1.142 1.598 0.507
H -7.218 -1.473 -1.573 0.441
H -6.622 -3.884 -1.875 0.404
C -7.700 8.102 -0.034 -0.378
C -7.476 9.412 -0.011 -0.406
C -6.403 10.025 -0.837 0.335
O -6.203 11.221 -0.814 -0.553
C -5.592 9.120 -1.689 -0.431
C -5.813 7.809 -1.716 -0.252
C -6.885 7.200 -0.888 0.402
O -7.088 6.005 -0.911 -0.507
H -8.473 7.628 0.557 0.425
H -8.053 10.094 0.601 0.395
H -4.820 9.593 -2.283 0.436
H -5.245 7.123 -2.334 0.530
C 7.968 -3.643 4.541 -0.201
C 9.090 -3.326 3.903 -0.496
C 9.065 -2.543 2.640 0.100
O 10.096 -2.259 2.064 -0.573
C 7.741 -2.126 2.119 -0.198
C 6.613 -2.437 2.752 -0.264
C 6.643 -3.221 4.011 0.181
O 5.623 -3.514 4.602 -0.550
H 7.950 -4.206 5.467 0.325
H 10.069 -3.616 4.264 0.434
H 7.738 -1.557 1.198 0.521
H 5.645 -2.128 2.375 0.679
C 1.558 -4.195 -6.190 -0.386
C 1.925 -2.921 -6.101 -0.437
C 1.660 -2.133 -4.867 0.329
O 2.002 -0.968 -4.793 -0.564
C 0.969 -2.817 -3.742 -0.156
C 0.605 -4.096 -3.839 -0.427
C 0.868 -4.883 -5.064 0.336
O 0.540 -6.048 -5.171 -0.570
H 1.738 -4.796 -7.072 0.397
H 2.430 -2.398 -6.905 0.409
H 0.782 -2.190 -2.867 0.606
H 0.102 -4.618 -3.034 0.487
C -5.428 3.016 -5.074 -0.135
C -6.667 2.780 -5.497 -0.493
C -6.991 1.573 -6.297 0.364
O -8.118 1.359 -6.691 -0.566
C -5.882 0.631 -6.598 -0.413
C -4.644 0.861 -6.171 -0.412
C -4.320 2.074 -5.376 0.407
O -3.194 2.284 -4.982 -0.512
H -5.166 3.891 -4.493 0.454
H -7.493 3.446 -5.283 0.436
H -6.148 -0.245 -7.177 0.415
H -3.819 0.190 -6.372 0.441
C 5.544 -5.959 10.206 -0.405
C 6.681 -5.647 9.594 -0.391
C 6.681 -4.872 8.326 0.525
O 7.727 -4.590 7.777 -0.528
C 5.372 -4.459 7.764 -0.147
C 4.234 -4.774 8.380 -0.454
C 4.228 -5.544 9.648 0.326
O 3.198 -5.828 10.220 -0.548
H 5.510 -6.522 11.131 0.392
H 7.652 -5.935 9.977 0.409
H 5.398 -3.905 6.832 0.370
H 3.266 -4.489 7.989 0.455
```

The HOMO-LUMO gap comes out at 4.126 eV. As for the highest occupied orbital energy: -4.56 eV. For the LUMO energy, the calculation gives -0.43 eV. Its charge is -1.

# C48H47BClO3PRhSSi

C48H47BClO3PRhSSi as an isolated structure (wB97M-V/def2-TZVPD, the Open Molecules 2025 dataset).

Structure (XYZ):
```
104
Properties=species:S:1:pos:R:3:mulliken_charge:R:1
Rh -0.957 0.239 0.556 0.750
Cl -3.653 0.369 0.697 -0.154
C -3.877 -1.353 0.325 0.460
C -4.826 -2.045 1.042 -0.818
C -4.976 -3.403 0.799 -0.537
C -4.194 -4.034 -0.158 -0.817
C -3.250 -3.309 -0.885 -0.480
C -3.077 -1.947 -0.656 -0.040
P -1.822 -0.900 -1.480 1.707
C -0.928 -2.034 -2.587 0.526
C -0.045 -2.947 -2.000 -0.205
C 0.674 -3.836 -2.783 -0.815
C 0.526 -3.817 -4.169 -0.547
C -0.338 -2.907 -4.759 -0.755
C -1.059 -2.010 -3.971 -0.592
C -2.791 0.142 -2.609 0.163
C -3.975 -0.286 -3.209 -0.193
C -4.658 0.553 -4.080 -0.750
C -4.160 1.821 -4.360 -0.588
C -2.986 2.257 -3.760 -0.730
C -2.308 1.422 -2.879 -0.423
H -5.424 -1.540 1.792 0.547
H -5.704 -3.967 1.371 0.416
H -4.318 -5.094 -0.347 0.439
H -2.648 -3.805 -1.638 0.458
H 0.083 -2.956 -0.922 0.332
H 1.354 -4.541 -2.319 0.452
H 1.088 -4.510 -4.784 0.395
H -0.454 -2.887 -5.837 0.458
H -1.725 -1.298 -4.443 0.420
H -4.364 -1.278 -3.000 0.476
H -5.579 0.218 -4.543 0.444
H -4.692 2.473 -5.044 0.402
H -2.600 3.247 -3.973 0.448
H -1.399 1.768 -2.395 0.254
C 2.454 4.198 -0.051 -1.864
C 1.124 3.971 0.621 1.727
C 0.281 5.231 0.571 -2.130
O 0.378 2.951 -0.154 0.058
B -0.289 2.167 0.715 0.354
O 0.073 2.408 2.027 -0.646
C 1.204 3.343 2.044 1.446
C 1.006 4.322 3.177 -1.995
C 2.450 2.516 2.294 -1.221
H 2.295 4.582 -1.062 0.513
H 3.038 3.280 -0.116 0.304
H 3.030 4.943 0.504 0.447
H 0.137 5.521 -0.472 0.499
H 0.769 6.057 1.095 0.370
H -0.703 5.068 1.015 0.313
H 0.042 4.826 3.120 0.400
H 1.799 5.077 3.175 0.346
H 1.053 3.780 4.121 0.455
H 2.540 1.693 1.580 0.069
H 2.393 2.078 3.292 0.214
H 3.350 3.134 2.234 0.425
O 1.114 -0.328 -0.226 -0.489
S 2.192 0.611 -0.790 0.829
C 1.918 0.834 -2.510 0.349
C 1.704 2.154 -2.907 -0.303
C 1.590 2.440 -4.264 -0.648
C 1.696 1.414 -5.193 -0.697
C 1.889 0.096 -4.776 -0.668
C 2.006 -0.207 -3.431 -0.389
C 3.641 -0.398 -0.773 0.715
C 3.548 -1.709 -0.341 -0.123
C 4.701 -2.493 -0.344 -1.021
C 5.910 -1.954 -0.759 -0.561
C 5.983 -0.626 -1.177 -0.871
C 4.844 0.162 -1.188 -0.563
H 1.625 2.938 -2.158 -0.089
H 1.432 3.462 -4.592 0.496
H 1.639 1.640 -6.252 0.420
H 1.962 -0.699 -5.509 0.472
H 2.164 -1.230 -3.102 0.501
H 2.592 -2.102 -0.016 0.252
H 4.651 -3.524 -0.015 0.474
H 6.805 -2.566 -0.754 0.425
H 6.931 -0.206 -1.491 0.445
H 4.888 1.193 -1.530 0.433
C 3.069 -0.327 5.133 -0.549
C 2.048 0.499 5.598 -0.699
C 0.834 0.563 4.917 -0.538
C 0.622 -0.201 3.759 0.654
C 1.669 -1.022 3.305 0.314
C 2.880 -1.087 3.984 -0.605
Si -1.005 -0.052 2.921 0.689
C -2.236 -1.295 3.494 0.278
C -1.949 -2.672 3.570 -0.286
C -2.886 -3.576 4.058 -0.737
C -4.131 -3.120 4.484 -0.442
C -4.437 -1.764 4.424 -0.738
C -3.502 -0.859 3.924 -0.050
H 4.008 -0.382 5.671 0.395
H 2.197 1.092 6.493 0.401
H 0.046 1.211 5.291 0.380
H 1.542 -1.613 2.399 0.061
H 3.675 -1.731 3.622 0.475
H -1.599 1.190 3.431 -0.516
H -0.974 -3.042 3.260 0.339
H -2.644 -4.632 4.116 0.429
H -4.858 -3.822 4.874 0.425
H -5.403 -1.409 4.770 0.416
H -3.751 0.198 3.882 0.335
```

The HOMO-LUMO gap (spin up / spin down) comes out at 6.679 / 6.689 eV. As for the highest occupied orbital energy (spin up / spin down): -9.83 / -9.82 eV. For the LUMO energy (spin up / spin down), the calculation gives -3.15 / -3.13 eV. Its charge is +1.

Respective energy above the lowest of the compared OMol25 structures with the same formula, charge and spin values: 0.0 186.0 kJ/mol.